{"formula": "C41H34CrN5O4P2", "method": "wB97M-V/def2-TZVPD", "elements": ["Cr", "O", "C", "O", "C", "C", "C", "C", "C", "N", "C", "O", "O", "H", "H", "H", "H", "N", "C", "C", "C", "C", "C", "N", "C", "C", "C", "C", "C", "N", "H", "H", "H", "H", "H", "H", "H", "H", "H", "N", "P", "C", "C", "C", "C", "C", "C", "C", "C", "C", "C", "C", "C", "P", "C", "C", "C", "C", "C", "C", "C", "C", "C", "C", "C", "C", "H", "H", "H", "H", "H", "H", "H", "H", "H", "H", "H", "H", "H", "H", "H", "H", "H", "H", "H", "H", "H"], "coordinates": [[0.673, 0.145, 0.165], [4.665, 0.564, -0.540], [3.432, 0.179, -0.203], [2.429, 0.951, -0.479], [3.240, -1.041, 0.465], [4.177, -2.027, 0.863], [3.717, -3.142, 1.516], [2.335, -3.324, 1.781], [1.478, -2.337, 1.366], [1.915, -1.242, 0.754], [-0.034, -2.307, 1.491], [-0.664, -3.207, 1.977], [-0.538, -1.185, 0.997], [4.604, 1.425, -0.975], [5.226, -1.877, 0.646], [4.419, -3.902, 1.833], [1.948, -4.206, 2.269], [-1.403, 2.130, 1.560], [-1.252, 2.439, 0.222], [-2.071, 3.426, -0.329], [-1.923, 3.758, -1.655], [-0.929, 3.129, -2.402], [-0.167, 2.168, -1.791], [-0.345, 1.787, -0.509], [-0.470, 1.646, 2.460], [-0.752, 1.776, 3.823], [0.183, 1.371, 4.744], [1.400, 0.860, 4.292], [1.589, 0.736, 2.942], [0.665, 1.093, 2.024], [-2.209, 2.551, 1.990], [-2.801, 3.923, 0.296], [-2.551, 4.517, -2.101], [-0.758, 3.370, -3.441], [0.625, 1.662, -2.325], [-1.698, 2.201, 4.133], [-0.018, 1.464, 5.802], [2.173, 0.552, 4.980], [2.510, 0.329, 2.551], [-1.647, -1.302, -1.856], [0.043, -1.242, -1.800], [0.390, -0.800, -3.549], [1.554, -1.231, -4.185], [1.815, -0.869, -5.498], [0.918, -0.072, -6.195], [-0.239, 0.369, -5.570], [-0.498, 0.016, -4.253], [0.585, -2.982, -1.715], [-0.357, -4.007, -1.674], [0.055, -5.329, -1.603], [1.407, -5.638, -1.576], [2.351, -4.621, -1.609], [1.942, -3.300, -1.664], [-2.803, -0.519, -0.819], [-4.052, -0.018, -2.083], [-4.922, 0.991, -1.668], [-5.962, 1.423, -2.478], [-6.140, 0.860, -3.733], [-5.275, -0.134, -4.166], [-4.242, -0.571, -3.348], [-3.722, -1.915, -0.074], [-4.140, -3.027, -0.799], [-4.856, -4.036, -0.176], [-5.168, -3.936, 1.174], [-4.761, -2.828, 1.900], [-4.032, -1.824, 1.278], [-1.981, -1.435, -2.800], [2.254, -1.871, -3.667], [2.717, -1.220, -5.981], [1.118, 0.202, -7.222], [-0.947, 0.985, -6.111], [-1.404, 0.379, -3.782], [-1.410, -3.767, -1.675], [-0.685, -6.117, -1.558], [1.726, -6.671, -1.517], [3.407, -4.859, -1.573], [2.686, -2.511, -1.653], [-4.781, 1.435, -0.688], [-6.631, 2.200, -2.132], [-6.952, 1.188, -4.369], [-5.408, -0.583, -5.143], [-3.611, -1.368, -3.728], [-3.918, -3.100, -1.858], [-5.177, -4.900, -0.745], [-5.725, -4.729, 1.657], [-4.999, -2.755, 2.954], [-3.679, -0.971, 1.848]], "forces_ev_per_a": [[0.243, -0.513, 0.258], [0.062, -0.001, -0.043], [-0.060, 0.044, 0.028], [-0.184, -0.157, 0.009], [-0.062, 0.072, -0.003], [0.024, -0.013, 0.040], [-0.019, 0.069, -0.024], [0.004, -0.081, 0.038], [-0.147, 0.093, -0.027], [0.471, -0.274, -0.030], [0.054, 0.106, -0.022], [-0.039, 0.016, 0.039], [-0.102, 0.205, -0.163], [-0.019, 0.009, -0.004], [0.001, -0.052, 0.030], [0.012, 0.012, -0.023], [0.000, 0.024, 0.004], [-0.045, -0.132, -0.060], [0.085, -0.096, 0.058], [-0.091, 0.079, -0.058], [0.040, -0.042, 0.073], [-0.022, -0.007, -0.064], [0.078, 0.006, -0.025], [-0.303, 0.408, -0.048], [0.114, 0.014, -0.043], [-0.051, 0.049, 0.084], [0.008, 0.002, -0.106], [-0.017, 0.015, 0.081], [0.098, 0.057, -0.003], [-0.085, 0.075, 0.196], [-0.026, -0.015, 0.029], [0.003, 0.001, -0.007], [-0.015, -0.015, 0.014], [0.012, 0.013, 0.022], [0.009, -0.034, 0.016], [0.023, -0.001, 0.006], [-0.016, -0.002, -0.003], [0.007, 0.001, -0.025], [-0.021, -0.011, -0.030], [0.194, 0.330, -0.005], [-0.641, -0.312, -0.518], [0.190, 0.136, 0.085], [-0.047, 0.045, -0.007], [0.014, -0.004, 0.010], [-0.002, 0.009, -0.010], [0.001, 0.011, -0.011], [0.017, -0.033, 0.016], [0.002, 0.117, 0.164], [0.010, 0.063, 0.025], [0.035, -0.026, 0.015], [-0.058, -0.020, -0.002], [0.046, 0.000, 0.017], [0.005, 0.093, -0.036], [-0.086, -0.077, 0.015], [0.107, 0.067, 0.056], [0.061, -0.018, 0.013], [-0.015, 0.024, -0.006], [0.002, -0.011, 0.008], [0.032, -0.022, -0.022], [-0.013, 0.008, -0.002], [0.146, 0.098, -0.017], [-0.050, -0.045, 0.011], [0.032, -0.012, -0.090], [0.023, 0.035, 0.013], [-0.046, -0.077, 0.029], [0.077, 0.029, -0.009], [0.004, -0.318, -0.042], [0.016, -0.003, -0.040], [-0.009, -0.001, 0.011], [0.000, -0.007, 0.010], [0.001, -0.003, 0.021], [-0.006, -0.003, -0.003], [-0.073, 0.010, 0.027], [0.010, 0.007, -0.004], [-0.007, 0.015, -0.010], [-0.012, 0.026, -0.001], [0.010, -0.045, 0.022], [-0.031, 0.007, -0.014], [0.009, -0.017, 0.003], [0.017, 0.010, 0.005], [-0.006, 0.013, 0.013], [0.009, -0.005, 0.032], [0.001, -0.026, 0.001], [0.000, 0.006, 0.014], [-0.005, 0.021, 0.012], [0.021, 0.012, -0.013], [-0.007, -0.029, 0.000]], "charge": 1, "spin_multiplicity": 5, "lumo_energy_ev": [-2.62, -2.97], "mol_weight_da": 774.70, "de_lowest_kcal_mol": 0.00, "e_homo_ev": [-8.6, -10.8]}

{"formula": "C41H34F5N5O2P2SSe2TeTl", "method": "wB97M-V/def2-TZVPD", "elements": ["Tl", "Se", "P", "C", "C", "C", "C", "C", "C", "C", "C", "C", "C", "C", "C", "C", "C", "N", "N", "N", "P", "Se", "C", "C", "C", "C", "C", "C", "C", "C", "C", "C", "C", "C", "H", "H", "H", "H", "H", "H", "H", "H", "H", "H", "H", "H", "H", "H", "H", "H", "H", "H", "H", "H", "F", "Te", "F", "F", "F", "F", "O", "O", "S", "C", "C", "C", "C", "C", "C", "C", "C", "C", "C", "C", "C", "H", "H", "H", "H", "H", "H", "H", "H", "H", "H", "N", "C", "C", "C", "N", "H", "H", "H", "H"], "coordinates": [[2.200, -1.476, -1.480], [-0.844, -0.761, 4.775], [-1.760, 0.002, 3.033], [-1.784, 1.824, 3.060], [-2.930, 2.573, 2.805], [-2.877, 3.959, 2.870], [-1.691, 4.600, 3.198], [-0.558, 3.854, 3.492], [-0.608, 2.472, 3.430], [-3.454, -0.559, 2.737], [-4.160, -0.149, 1.604], [-5.465, -0.566, 1.418], [-6.070, -1.398, 2.354], [-5.366, -1.811, 3.473], [-4.057, -1.390, 3.669], [-0.881, -0.488, 1.506], [0.391, -0.318, 0.954], [0.366, -1.012, -0.203], [-0.791, -1.612, -0.349], [-1.562, -1.297, 0.655], [1.805, 0.669, 1.390], [3.534, 0.294, 0.073], [2.313, 0.283, 3.060], [2.461, -1.071, 3.356], [2.919, -1.444, 4.606], [3.224, -0.472, 5.549], [3.075, 0.876, 5.249], [2.624, 1.263, 3.999], [1.382, 2.398, 1.114], [0.160, 2.728, 0.538], [-0.118, 4.052, 0.236], [0.816, 5.038, 0.514], [2.044, 4.706, 1.075], [2.336, 3.385, 1.364], [-3.864, 2.081, 2.576], [-3.771, 4.538, 2.679], [-1.656, 5.681, 3.243], [0.358, 4.350, 3.787], [0.254, 1.880, 3.711], [-3.681, 0.486, 0.869], [-6.014, -0.245, 0.542], [-7.091, -1.723, 2.205], [-5.834, -2.462, 4.200], [-3.499, -1.706, 4.541], [2.212, -1.832, 2.626], [3.022, -2.494, 4.844], [3.575, -0.768, 6.529], [3.310, 1.625, 5.993], [2.495, 2.313, 3.772], [-0.579, 1.962, 0.340], [-1.065, 4.311, -0.219], [0.592, 6.072, 0.290], [2.777, 5.476, 1.271], [3.306, 3.120, 1.768], [3.335, -2.801, 0.586], [2.269, -4.363, 0.276], [0.881, -3.437, 1.129], [1.310, -5.940, 0.323], [2.742, -4.747, 2.046], [3.883, -5.196, -0.138], [1.849, -3.836, -1.386], [1.351, 0.028, -3.012], [0.470, 0.237, -4.232], [-1.048, 0.997, -3.670], [-1.384, 2.222, -4.227], [-2.559, 2.842, -3.825], [-3.369, 2.238, -2.875], [-3.013, 1.012, -2.321], [-1.850, 0.379, -2.723], [-0.215, -1.352, -4.728], [-0.962, -1.353, -5.899], [-1.494, -2.546, -6.358], [-1.282, -3.724, -5.651], [-0.538, -3.711, -4.482], [0.006, -2.519, -4.024], [-0.734, 2.686, -4.960], [-2.836, 3.795, -4.254], [-4.288, 2.720, -2.568], [-3.646, 0.530, -1.587], [-1.583, -0.583, -2.307], [-1.135, -0.426, -6.434], [-2.070, -2.557, -7.274], [-1.698, -4.654, -6.011], [-0.373, -4.619, -3.918], [0.574, -2.536, -3.104], [5.211, -1.980, -2.512], [6.073, -2.244, -3.506], [5.327, -2.525, -4.629], [3.995, -2.414, -4.217], [3.943, -2.087, -2.933], [5.418, -1.779, -1.545], [7.138, -2.224, -3.352], [5.693, -2.784, -5.606], [3.090, -2.565, -4.783]], "forces_ev_per_a": [[0.100, 0.310, 0.659], [-0.072, 0.041, -0.288], [0.308, -0.054, 0.564], [-0.105, -0.111, -0.039], [0.130, 0.014, -0.086], [-0.024, 0.007, -0.031], [0.012, 0.004, 0.046], [-0.055, -0.040, 0.151], [-0.123, 0.072, 0.203], [0.090, 0.130, -0.083], [-0.018, -0.091, 0.046], [0.020, 0.068, -0.066], [0.023, -0.010, 0.028], [-0.044, -0.001, -0.003], [-0.019, -0.007, 0.013], [-0.210, -0.177, -0.244], [-0.053, 0.130, 0.078], [0.639, -0.333, -0.411], [-0.099, 0.035, -0.107], [0.030, -0.002, -0.015], [-0.034, 0.192, 0.061], [-0.252, -0.393, -0.605], [0.020, 0.064, -0.159], [0.035, 0.000, 0.066], [-0.017, 0.001, -0.025], [-0.010, 0.001, -0.004], [0.022, 0.000, 0.046], [-0.002, -0.052, -0.001], [0.132, -0.132, -0.060], [0.014, 0.034, -0.138], [0.039, -0.027, -0.083], [0.017, -0.011, -0.007], [-0.023, 0.028, -0.006], [-0.059, -0.049, 0.016], [-0.017, 0.044, 0.001], [-0.002, 0.004, 0.001], [-0.004, 0.005, 0.026], [0.004, 0.004, -0.020], [-0.107, 0.030, 0.039], [-0.014, -0.011, -0.024], [-0.012, -0.016, 0.005], [0.001, -0.009, 0.002], [0.004, 0.001, 0.001], [0.018, 0.009, -0.007], [-0.021, 0.006, -0.009], [0.003, -0.001, 0.007], [-0.002, 0.010, 0.003], [-0.014, 0.005, -0.004], [0.018, -0.008, 0.010], [0.031, 0.030, -0.044], [-0.023, -0.009, 0.043], [0.005, 0.003, -0.018], [0.004, -0.002, 0.016], [0.017, 0.026, -0.017], [-0.205, -0.098, -0.353], [0.576, -0.527, 2.611], [0.116, -0.164, -0.388], [0.145, 0.184, -0.372], [-0.023, -0.043, -0.436], [-0.433, -0.049, -0.309], [-0.065, 1.223, -0.721], [0.178, -0.438, 0.147], [-0.477, -0.052, -0.207], [0.217, -0.015, -0.044], [0.115, 0.009, 0.011], [-0.030, 0.012, 0.021], [0.025, 0.018, -0.018], [0.032, -0.037, 0.020], [-0.072, -0.071, 0.067], [0.137, 0.101, -0.017], [0.019, 0.053, 0.011], [0.002, 0.014, -0.006], [-0.004, -0.022, 0.021], [0.023, -0.004, -0.013], [0.059, 0.067, 0.095], [-0.014, 0.001, 0.001], [-0.013, -0.004, -0.001], [0.001, 0.010, 0.003], [-0.018, 0.025, -0.013], [0.010, -0.042, 0.011], [0.012, -0.029, -0.057], [-0.020, 0.004, 0.010], [-0.010, 0.008, -0.015], [-0.005, 0.001, -0.006], [-0.062, -0.040, 0.026], [0.158, -0.001, 0.001], [-0.048, -0.043, -0.070], [-0.037, -0.016, 0.036], [0.079, -0.031, -0.084], [-0.584, 0.224, 0.414], [-0.042, -0.033, 0.018], [-0.007, 0.013, 0.053], [-0.003, 0.002, -0.002], [-0.030, 0.025, 0.031]], "charge": 1, "lumo_energy_ev": -4.25, "mol_weight_da": 1307.66, "e_homo_ev": -9.8}